(1)
# C4H22O7

A cluster of 7 separate species, C4H22O7 in total (ωB97M-V/def2-TZVPD, the Open Molecules 2025 dataset).

Computed properties:
- Spin multiplicity: 1
- Electronic energy: -692.19143 hartree
- Energy above the lowest of the compared OMol25 structures with the same formula, charge and spin: 62.7 kcal per mole
- SMILES: CCO.CCO.O.O.O.O.O
- HOMO level: -10.41 eV

Each line ends with the Löwdin charge.
CARTESIAN COORDINATES (ANGSTROEM)
C1 -0.530 -2.358 4.586  -0.07
C2 0.416 -2.794 3.439  -0.31
O1 -0.430 -2.774 2.326  -0.11
H1 0.134 -1.869 5.299  0.06
H2 -1.094 -3.204 4.977  0.07
H3 -1.263 -1.566 4.433  0.07
H4 0.596 -3.869 3.458  0.10
H5 1.361 -2.306 3.199  0.11
H6 -0.145 -3.498 1.763  0.08
C3 3.395 -0.713 -4.099  -0.10
C4 4.280 0.378 -3.617  -0.33
O2 4.093 0.440 -2.213  -0.10
H7 2.355 -0.559 -3.811  0.08
H8 3.753 -1.709 -3.839  0.08
H9 3.492 -0.736 -5.184  0.07
H10 4.048 1.356 -4.040  0.11
H11 5.335 0.130 -3.733  0.11
H12 4.688 -0.200 -1.817  0.08
O3 -4.943 -1.377 1.400  -0.05
H13 -4.235 -1.957 1.682  0.02
H14 -5.743 -1.822 1.678  0.03
O4 0.159 5.074 -2.267  -0.05
H15 0.002 5.535 -3.091  0.03
H16 0.768 4.372 -2.498  0.03
O5 -4.745 3.763 1.831  -0.05
H17 -5.098 2.928 1.522  0.03
H18 -5.505 4.232 2.175  0.03
O6 0.757 1.384 1.003  -0.05
H19 0.443 0.514 1.250  0.02
H20 1.556 1.218 0.503  0.02
O7 -2.728 0.648 -2.484  -0.05
H21 -2.227 1.325 -2.028  0.03
H22 -2.946 0.012 -1.803  0.03


(2)
# C4H22O7

A cluster of 7 separate species, C4H22O7 in total (ωB97M-V/def2-TZVPD, the Open Molecules 2025 dataset).

Computed properties:
- Spin multiplicity: 1
- Electronic energy: -692.19237 hartree
- Energy above the lowest of the compared OMol25 structures with the same formula, charge and spin: 62.1 kcal per mole
- SMILES: CO.CO.CO.CO.O.O.O
- HOMO level: -9.76 eV

Each line ends with the Löwdin charge.
CARTESIAN COORDINATES (ANGSTROEM)
C1 34.726 5.835 -15.163  -0.18
O1 34.162 6.946 -15.818  -0.12
H1 35.575 6.120 -14.529  0.08
H2 34.017 5.354 -14.487  0.07
H3 35.056 5.053 -15.856  0.08
H4 34.754 7.237 -16.514  0.08
C2 31.231 6.870 -13.529  -0.14
O2 29.915 7.427 -13.485  -0.14
H5 31.790 7.568 -12.901  0.08
H6 31.284 5.827 -13.201  0.08
H7 31.719 6.873 -14.511  0.07
H8 29.349 6.975 -14.121  0.05
C3 32.584 4.697 -10.264  -0.17
O3 32.292 5.601 -9.217  -0.13
H9 31.733 4.037 -10.456  0.08
H10 32.858 5.186 -11.211  0.06
H11 33.461 4.107 -9.993  0.08
H12 31.404 5.942 -9.381  0.04
C4 33.485 8.417 -10.031  -0.17
O4 33.948 9.759 -10.061  -0.12
H13 33.995 7.833 -10.809  0.07
H14 33.776 7.998 -9.074  0.08
H15 32.411 8.299 -10.183  0.06
H16 33.528 10.268 -10.756  0.07
O5 27.845 3.748 -14.397  -0.07
H17 27.516 4.658 -14.395  -0.01
H18 27.069 3.203 -14.568  0.03
O6 29.760 6.885 -10.590  -0.05
H19 28.899 7.186 -10.280  0.05
H20 29.952 7.438 -11.366  0.02
O7 27.138 6.720 -14.521  -0.04
H21 26.349 6.946 -14.012  0.06
H22 27.273 7.471 -15.112  0.06


(3)
# C4H23N2O7

A cluster of 8 separate species, C4H23N2O7 in total (ωB97M-V/def2-TZVPD, the Open Molecules 2025 dataset).

Computed properties:
- Spin multiplicity: 1
- Electronic energy: -802.40695 hartree
- Energy above the lowest of the compared OMol25 structures with the same formula, charge and spin: 30.0 kcal per mole
- Charge: -1
- HOMO level: -5.62 eV

Each line ends with the Löwdin charge.
CARTESIAN COORDINATES (ANGSTROEM)
C1 0.733 1.878 0.102  -0.21
C2 -0.081 1.573 1.387  -0.11
C3 0.801 0.818 2.358  -0.27
O1 0.747 0.992 3.555  0.02
N1 1.150 0.573 -0.429  -0.08
C4 1.890 0.594 -1.675  -0.32
N2 1.065 0.587 -2.881  0.02
H1 0.124 2.463 -0.594  0.10
H2 1.666 2.409 0.314  0.11
H3 -0.290 2.474 1.960  0.12
H4 -0.892 0.955 1.002  0.10
H5 -3.182 0.394 -0.240  0.03
H6 1.569 0.141 1.953  0.11
H7 0.347 -0.044 -0.522  0.06
H8 2.638 1.353 -1.719  0.10
H9 2.493 -0.320 -1.647  0.09
H10 0.618 1.484 -2.824  0.04
H11 0.384 -0.144 -2.736  0.03
H12 -1.920 2.064 -1.882  -0.02
H13 -3.074 2.294 -0.997  -0.04
O2 -2.447 2.821 -1.496  -0.15
H14 1.515 -2.286 2.563  0.01
H15 0.555 -1.467 3.391  0.02
O3 0.972 -2.336 3.367  -0.07
H16 -1.371 -2.094 -1.121  0.03
H17 -3.538 0.554 0.389  0.06
O4 -1.394 -1.337 -0.529  -0.21
H18 -1.491 -0.460 -1.170  -0.04
H19 -2.101 0.093 -3.049  -0.02
O5 -1.710 0.403 -2.235  -0.36
H20 1.523 -3.216 0.787  0.01
H21 1.967 -1.999 -0.030  0.01
O6 2.279 -2.624 0.631  -0.08
H22 -0.726 -2.382 0.734  0.00
H23 -0.434 -3.009 2.117  0.02
O7 -0.386 -3.200 1.167  -0.10


(4)
# C4H23NO10

A cluster of 8 separate species, C4H23NO10 in total (ωB97M-V/def2-TZVPD, the Open Molecules 2025 dataset).

Computed properties:
- Spin multiplicity: 1
- Electronic energy: -973.34242 hartree
- Energy above the lowest of the compared OMol25 structures with the same formula, charge and spin: 54.9 kcal per mole
- SMILES: O=C(CCO)NCO.O.O.O.O.O.O.O
- HOMO level: -10.76 eV

Each line ends with the Löwdin charge.
CARTESIAN COORDINATES (ANGSTROEM)
O1 0.616 1.217 0.951  0.01
C1 -0.314 0.467 0.626  -0.40
C2 -0.138 -0.836 -0.154  -0.09
C3 1.142 -1.500 0.238  -0.21
O2 1.535 -2.223 -0.979  -0.10
N1 -1.536 0.939 1.040  0.10
C4 -2.807 0.368 0.722  -0.26
O3 -3.210 -0.520 1.755  -0.07
H1 -0.092 -0.488 -1.204  0.10
H2 -1.040 -1.439 -0.038  0.10
H3 1.043 -2.280 1.013  0.14
H4 1.972 -0.794 0.473  0.09
H5 2.244 -2.802 -0.583  0.12
H6 -1.570 1.772 1.605  0.15
H7 -2.839 -0.074 -0.297  0.11
H8 -3.689 1.068 0.768  0.15
H9 -2.485 -1.063 2.134  0.11
O4 2.196 0.775 -2.044  -0.03
H10 2.422 -0.162 -1.959  0.06
H11 2.450 1.144 -1.188  0.02
O5 2.427 -0.434 2.809  -0.06
H12 2.595 0.277 2.182  -0.02
H13 1.497 -0.350 3.028  0.03
O6 3.489 1.017 0.556  -0.05
H14 4.167 1.681 0.368  0.08
H15 2.749 1.604 0.301  0.03
O7 -3.401 -2.501 -0.348  -0.06
H16 -3.787 -2.318 -1.206  0.04
H17 -3.854 -2.003 0.359  0.03
O8 1.203 4.003 1.103  -0.07
H18 0.700 3.182 1.254  -0.01
H19 0.685 4.290 0.335  0.04
O9 -1.251 -2.155 -2.691  -0.04
H20 -1.995 -1.898 -2.135  0.00
H21 -0.505 -2.221 -2.089  0.00
O10 -0.266 1.798 -2.129  -0.07
H22 -0.925 1.103 -2.190  0.01
H23 0.572 1.356 -2.387  0.00


(5)
# C4H23NO9

A cluster of 8 separate species, C4H23NO9 in total (ωB97M-V/def2-TZVPD, the Open Molecules 2025 dataset).

Computed properties:
- Spin multiplicity: 1
- Electronic energy: -898.09129 hartree
- Energy above the lowest of the compared OMol25 structures with the same formula, charge and spin: 70.1 kcal per mole
- SMILES: CN[C@H](C)C(=O)O.O.O.O.O.O.O.O
- HOMO level: -8.83 eV

Each line ends with the Löwdin charge.
CARTESIAN COORDINATES (ANGSTROEM)
C1 0.880 -1.414 -2.998  -0.11
N1 0.847 -0.916 -1.639  -0.06
C2 -0.369 -0.782 -0.910  -0.33
C3 -1.648 -1.387 -1.408  -0.03
C4 -0.545 0.764 -0.633  -0.41
O1 -1.117 1.550 -1.341  0.09
O2 0.166 1.219 0.446  0.04
H1 0.131 -0.997 -3.659  0.08
H2 1.021 -2.494 -3.140  0.08
H3 1.881 -1.130 -3.360  0.08
H4 1.708 -0.986 -1.133  0.11
H5 -0.142 -1.093 0.120  0.13
H6 -1.586 -2.467 -1.262  0.09
H7 -2.511 -1.041 -0.839  0.09
H8 -1.893 -1.127 -2.437  0.08
H9 0.380 2.124 0.243  0.10
O3 -1.016 -1.266 2.583  -0.05
H10 -0.416 -1.176 3.325  0.06
H11 -1.076 -0.368 2.229  0.02
O4 -0.649 1.669 2.975  -0.04
H12 0.211 1.597 2.565  0.02
H13 -1.189 2.207 2.396  0.01
O5 3.157 0.426 0.982  -0.05
H14 3.585 1.174 0.546  0.05
H15 2.284 0.485 0.568  0.00
O6 -1.548 -3.669 1.736  -0.08
H16 -1.386 -2.764 1.438  -0.02
H17 -1.004 -3.721 2.522  0.02
O7 2.853 -2.648 1.918  -0.06
H18 2.762 -2.388 2.842  0.03
H19 3.132 -1.805 1.535  0.00
O8 -1.200 3.683 0.708  -0.02
H20 -2.124 3.587 0.469  0.06
H21 -0.791 4.248 0.082  0.02
O9 -0.759 3.954 -2.338  -0.06
H22 -1.692 3.727 -2.331  0.03
H23 -0.339 3.224 -2.799  0.03


(6)
# C4H23O10Sr

A structure of composition C4H23O10Sr (ωB97M-V/def2-TZVPD, the Open Molecules 2025 dataset).

Computed properties:
- Spin multiplicity: 1
- Electronic energy: -948.83641 hartree
- Charge: +1
- HOMO level: -10.41 eV

Each line ends with the Löwdin charge.
CARTESIAN COORDINATES (ANGSTROEM)
Sr1 -0.862 1.040 -6.144  1.64
C1 0.959 0.716 0.418  0.00
C2 0.384 0.700 -1.035  -0.80
O1 -0.736 1.108 -1.273  -0.04
O2 1.096 0.455 -2.003  -0.02
H1 0.183 0.352 1.091  0.06
H2 1.115 1.692 0.878  0.07
H3 1.786 0.041 0.639  0.07
C3 -2.056 -0.180 7.093  -0.16
O3 -2.916 -0.279 5.937  -0.12
H4 -1.997 0.828 7.503  0.07
H5 -2.309 -0.784 7.964  0.07
H6 -1.028 -0.297 6.749  0.07
H7 -2.563 -0.985 5.390  0.06
C4 3.416 -4.752 0.893  -0.14
O4 3.417 -5.961 0.062  -0.12
H8 2.418 -4.381 1.126  0.07
H9 3.820 -5.040 1.864  0.07
H10 4.051 -3.926 0.573  0.07
H11 3.379 -5.637 -0.840  0.05
O5 -3.545 5.371 -2.463  -0.05
H12 -3.027 5.034 -1.732  0.03
H13 -3.464 4.702 -3.143  0.01
O6 3.303 -4.370 -4.234  -0.05
H14 4.231 -4.348 -4.465  0.03
H15 2.920 -3.630 -4.705  0.02
O7 0.537 4.893 4.232  -0.05
H16 0.641 5.513 3.510  0.03
H17 -0.223 4.366 3.987  0.03
O8 5.309 1.079 -4.410  -0.04
H18 4.909 1.025 -5.278  0.02
H19 4.598 0.872 -3.804  0.03
O9 -4.351 0.385 1.016  -0.05
H20 -3.504 0.677 0.679  0.02
H21 -4.475 -0.483 0.632  0.03
O10 -4.796 1.587 -5.592  -0.07
H22 -5.391 1.368 -6.309  0.04
H23 -5.229 1.247 -4.809  0.05